Below is C5H8LiO3 as an isolated structure, with properties calculated with the ωB97M-V functional and the def2-TZVPD basis.

Structure (ORCA input):
```
! RIJCOSX wB97M-V def2-TZVPD def2/J DEFGRID3
* xyz 1 1
O -0.037 1.292 -0.978
O 0.254 -0.761 -0.343
O -0.814 0.708 0.985
C 0.813 -1.647 0.641
C 1.684 -2.655 -0.067
C -0.030 0.473 -0.025
H 1.417 -1.066 1.355
H -0.025 -2.156 1.142
H 1.974 -3.433 0.652
H 1.139 -3.127 -0.894
H 2.595 -2.181 -0.452
Li -1.034 0.131 2.772
C -1.343 2.808 -0.758
C -2.047 3.347 -1.712
H -1.426 1.845 0.512
H -0.707 3.502 -0.184
H -2.413 2.920 -2.648
*
```

Output
* energy relative to the best compared isomer or geometry (same formula, charge and spin): 1.498 eV
* E_tot: -11650.931 eV

Löwdin atomic charge list, values in e, 2 entries:
1 O 0.05
2 O 0.05

Below is C4H8O2 as an isolated structure, with properties calculated with the ωB97M-V functional and the def2-TZVPD basis.

Structure (ORCA input):
```
! RIJCOSX wB97M-V def2-TZVPD def2/J DEFGRID3
* xyz 0 1
C 1.595 -0.474 -0.163
C 0.140 -0.030 -0.188
C -0.029 1.421 0.242
O -0.613 -0.850 0.696
C -2.254 -1.218 0.076
O -2.914 -0.372 -0.358
H 2.192 0.122 -0.863
H 2.003 -0.347 0.845
H 1.683 -1.529 -0.439
H -0.254 -0.145 -1.216
H -1.084 1.709 0.208
H 0.538 2.100 -0.404
H 0.327 1.537 1.272
H -1.329 -1.925 0.293
*
```

Output
* energy relative to the best compared isomer or geometry (same formula, charge and spin): 3.551 eV
* E_tot: -8369.730 eV

Löwdin atomic charge list, values in e, 2 entries:
1 C -0.06
2 C -0.52

Below is a 2-piece molecular cluster, C3H8NOS overall, with properties calculated with the ωB97M-V functional and the def2-TZVPD basis.

Structure (ORCA input):
```
! RIJCOSX wB97M-V def2-TZVPD def2/J DEFGRID3
* xyz 1 1
C 0.961 -0.949 -1.251
C -1.851 2.798 -1.622
C 1.184 -1.100 1.137
N 0.728 -0.585 -0.051
O 0.035 1.970 -0.203
S -1.379 2.485 -0.096
H 1.285 -1.982 -1.279
H 0.858 -0.445 -2.180
H -1.237 2.422 -2.404
H -2.802 3.260 -1.632
H 0.425 -1.387 1.893
H 1.760 -2.112 0.896
H 1.874 -0.421 1.761
H 0.403 0.538 0.076
*
```

Output
* energy relative to the best compared isomer or geometry (same formula, charge and spin): 2.332 eV
* E_tot: -17604.100 eV

Löwdin atomic charge list, values in e, 2 entries:
1 C 0.17
2 C -0.20

Below is C54H64As3N3O2S2ScTe as an isolated structure, with properties calculated with the ωB97M-V functional and the def2-TZVPD basis.

Structure (ORCA input):
```
! RIJCOSX wB97M-V def2-TZVPD def2/J DEFGRID3
* xyz 1 1
Sc -0.376 0.216 1.193
C -3.242 4.096 0.721
As -2.727 2.429 -0.191
C -4.499 1.611 0.043
C -2.967 3.382 -1.930
C -3.081 2.716 -3.306
C -4.410 1.955 -3.381
C -1.908 1.795 -3.598
As -1.629 0.121 -2.586
C -3.071 -1.023 -3.288
C -0.301 -0.471 -3.902
C -3.087 3.870 -4.330
As -3.073 3.679 -6.319
C -1.174 3.259 -6.623
C -3.759 1.882 -6.744
H -2.442 4.833 0.654
H -3.473 3.905 1.762
H -4.133 4.494 0.238
H -5.288 2.275 -0.309
H -4.636 1.431 1.112
H -4.580 0.655 -0.472
H -2.127 4.084 -1.927
H -3.874 3.974 -1.784
H -4.448 1.182 -2.613
H -4.540 1.479 -4.352
H -5.249 2.638 -3.220
H -0.971 2.351 -3.475
H -1.957 1.489 -4.641
H -3.303 -0.780 -4.326
H -3.983 -0.953 -2.696
H -2.704 -2.050 -3.245
H -0.769 -0.485 -4.888
H 0.062 -1.467 -3.662
H 0.547 0.216 -3.923
H -2.216 4.512 -4.159
H -3.961 4.499 -4.138
H -0.541 3.977 -6.100
H -0.980 3.357 -7.692
H -0.900 2.250 -6.315
H -4.828 1.809 -6.549
H -3.235 1.075 -6.230
H -3.607 1.757 -7.817
C 5.565 -4.347 1.221
C 4.398 -3.402 1.356
C 3.794 -3.150 2.575
C 2.702 -2.289 2.716
C 1.933 -2.292 3.997
O 0.725 -2.324 3.969
C 2.664 -2.382 5.298
C 2.089 -3.112 6.334
C 2.750 -3.251 7.543
C 3.984 -2.640 7.734
C 4.549 -1.885 6.715
C 3.894 -1.758 5.500
C 2.201 -1.619 1.584
O 1.276 -0.646 1.606
C 2.752 -1.966 0.332
C 3.838 -2.809 0.226
C 1.929 -1.384 -0.768
N 0.751 -1.787 -1.021
C 0.226 -3.035 -0.461
C 0.838 -4.297 -1.067
Te 0.402 -4.522 -3.163
C 2.247 -3.752 -3.866
C 3.452 -4.147 -3.294
C 4.653 -3.632 -3.765
C 4.659 -2.736 -4.827
C 3.460 -2.370 -5.423
C 2.257 -2.872 -4.944
C 2.433 -0.095 -1.323
C 3.687 -0.041 -1.924
C 4.218 1.172 -2.338
C 3.522 2.352 -2.120
C 2.281 2.314 -1.501
C 1.742 1.096 -1.120
H 5.803 -4.816 2.174
H 6.455 -3.821 0.868
H 5.341 -5.138 0.502
H 4.152 -3.680 3.450
H 1.125 -3.581 6.170
H 2.308 -3.837 8.340
H 4.503 -2.749 8.678
H 5.505 -1.399 6.866
H 4.330 -1.163 4.706
H 4.248 -3.030 -0.754
H -0.844 -3.042 -0.678
H 0.344 -3.069 0.631
H 0.444 -5.176 -0.559
H 1.919 -4.297 -0.953
H 3.458 -4.879 -2.495
H 5.589 -3.947 -3.318
H 5.595 -2.346 -5.207
H 3.461 -1.687 -6.264
H 1.326 -2.575 -5.414
H 4.248 -0.957 -2.076
H 5.193 1.193 -2.809
H 3.953 3.302 -2.413
H 1.739 3.230 -1.297
H 0.781 1.103 -0.622
C -4.398 -1.982 1.116
C -4.771 -1.943 2.454
C -3.915 -1.379 3.378
C -2.678 -0.875 2.975
N -2.349 -0.880 1.664
C -3.191 -1.422 0.773
C -1.690 -0.312 3.911
C -1.771 -0.571 5.279
C -0.812 -0.067 6.137
C 0.239 0.684 5.625
C 0.316 0.924 4.263
C -0.650 0.458 3.373
H -5.035 -2.419 0.359
H -5.726 -2.344 2.769
H -4.202 -1.314 4.417
H -2.866 -1.394 -0.262
H -2.555 -1.202 5.683
H -0.860 -0.288 7.197
H 1.005 1.069 6.290
H 1.153 1.504 3.888
S 0.412 3.102 1.594
C -0.422 3.945 2.779
N -0.258 5.260 2.908
C -0.878 5.952 4.029
C -1.985 5.032 4.533
S -1.554 3.347 3.960
H 0.447 5.714 2.346
H -1.276 6.906 3.688
H -0.140 6.143 4.810
H -2.965 5.299 4.141
H -2.027 4.999 5.618
*
```

Output
* energy relative to the best compared isomer or geometry (same formula, charge and spin): 2.540 eV
* E_tot: -297778.122 eV

Löwdin atomic charge list, values in e, 2 entries:
1 Sc 0.87
2 C -0.32

Below is C3H4NP as an isolated structure, with properties calculated with the ωB97M-V functional and the def2-TZVPD basis.

Structure (ORCA input):
```
! RIJCOSX wB97M-V def2-TZVPD def2/J DEFGRID3
* xyz 0 1
C 1.054 -0.152 -0.426
C -0.046 -0.924 -0.316
C -0.379 1.541 -0.090
N 0.824 1.197 -0.247
P -1.533 0.022 -0.169
H 2.294 -0.649 -0.271
H -0.049 -2.001 -0.316
H -0.598 2.568 -0.310
H -1.875 -0.579 1.047
*
```

Output
* energy relative to the best compared isomer or geometry (same formula, charge and spin): 1.445 eV
* E_tot: -13951.898 eV

Löwdin atomic charge list, values in e, 2 entries:
1 C -0.28
2 C -0.41

Below is a 10-piece molecular cluster, C63H56ClF9O3 overall, with properties calculated with the ωB97M-V functional and the def2-TZVPD basis.

Structure (ORCA input):
```
! RIJCOSX wB97M-V def2-TZVPD def2/J DEFGRID3
* xyz 0 1
C 2.187 0.899 0.751
C 1.604 -0.453 1.146
C 0.208 -0.294 1.747
C 1.559 -1.483 0.006
C 0.727 -1.075 -1.204
C 1.347 -0.308 -2.312
C 2.571 0.056 -2.699
Cl 4.057 -0.301 -1.967
C 2.460 0.836 -3.958
O 3.259 1.511 -4.549
O 1.150 0.689 -4.416
C 0.411 0.191 -3.374
O -0.797 0.181 -3.339
H 1.933 1.620 1.520
H 3.271 0.842 0.757
H 1.831 1.254 -0.207
H 2.215 -0.900 1.926
H -0.219 -1.286 1.872
H 0.237 0.200 2.705
H -0.453 0.261 1.091
H 1.057 -2.346 0.437
H 2.546 -1.837 -0.264
H -0.136 -0.509 -0.868
H 0.308 -1.969 -1.662
F -7.390 -1.644 -5.269
C -6.087 -1.282 -5.212
C -5.475 -0.812 -6.355
C -4.140 -0.438 -6.289
C -3.441 -0.544 -5.094
C -4.081 -1.023 -3.959
C -5.417 -1.394 -4.012
H -6.038 -0.741 -7.277
H -3.646 -0.062 -7.174
H -2.405 -0.252 -5.044
H -3.536 -1.106 -3.028
H -5.936 -1.764 -3.138
F 0.842 -0.946 4.824
C 0.007 -0.485 5.778
C -0.937 -1.345 6.305
C -1.783 -0.877 7.300
C -1.682 0.434 7.746
C -0.729 1.280 7.196
C 0.126 0.822 6.203
H -1.001 -2.362 5.942
H -2.521 -1.539 7.732
H -2.343 0.792 8.525
H -0.650 2.304 7.538
H 0.877 1.462 5.764
F -2.119 -1.084 11.265
C -0.817 -1.386 11.460
C -0.345 -1.507 12.751
C 0.994 -1.818 12.942
C 1.834 -1.995 11.852
C 1.334 -1.865 10.563
C -0.004 -1.560 10.360
H -1.016 -1.359 13.586
H 1.380 -1.921 13.947
H 2.877 -2.234 12.007
H 1.987 -1.999 9.711
H -0.418 -1.455 9.365
F -2.195 1.227 2.788
C -3.232 2.021 3.127
C -4.063 2.493 2.131
C -5.132 3.304 2.483
C -5.350 3.633 3.814
C -4.500 3.145 4.797
C -3.431 2.329 4.456
H -3.872 2.228 1.099
H -5.795 3.679 1.716
H -6.184 4.267 4.084
H -4.668 3.400 5.834
H -2.761 1.931 5.205
F 6.752 3.130 -9.190
C 5.520 2.612 -8.994
C 4.901 1.952 -10.038
C 3.637 1.421 -9.832
C 3.017 1.557 -8.599
C 3.658 2.220 -7.563
C 4.923 2.755 -7.757
H 5.405 1.861 -10.991
H 3.135 0.896 -10.633
H 2.031 1.142 -8.446
H 3.169 2.313 -6.606
H 5.446 3.270 -6.963
F 2.170 2.105 4.128
C 3.522 2.103 4.188
C 4.209 0.991 3.745
C 5.595 0.998 3.801
C 6.266 2.105 4.304
C 5.552 3.209 4.749
C 4.167 3.214 4.690
H 3.665 0.137 3.364
H 6.150 0.140 3.453
H 7.347 2.106 4.349
H 6.074 4.070 5.144
H 3.590 4.067 5.024
F -12.612 0.116 -2.210
C -12.137 0.197 -3.470
C -10.904 -0.354 -3.756
C -10.420 -0.271 -5.053
C -11.167 0.363 -6.037
C -12.403 0.912 -5.724
C -12.899 0.828 -4.431
H -10.337 -0.838 -2.972
H -9.459 -0.701 -5.294
H -10.786 0.428 -7.046
H -12.985 1.408 -6.489
H -13.861 1.244 -4.167
F 1.814 -1.186 -9.687
C 0.560 -1.629 -9.470
C -0.113 -2.271 -10.489
C -1.405 -2.718 -10.256
C -2.004 -2.515 -9.020
C -1.308 -1.864 -8.011
C -0.013 -1.418 -8.231
H 0.370 -2.413 -11.447
H -1.945 -3.227 -11.042
H -3.013 -2.863 -8.844
H -1.775 -1.701 -7.049
H 0.550 -0.912 -7.458
F 7.225 -1.669 2.835
C 8.532 -1.951 3.036
C 9.004 -2.024 4.330
C 10.346 -2.313 4.532
C 11.188 -2.518 3.448
C 10.688 -2.437 2.156
C 9.347 -2.153 1.942
H 8.331 -1.856 5.160
H 10.733 -2.379 5.539
H 12.233 -2.742 3.611
H 11.342 -2.593 1.310
H 8.935 -2.089 0.944
*
```

Output
* E_tot: -109361.527 eV

Löwdin atomic charge list, values in e, 2 entries:
1 C -0.07
2 C -0.41

Short version: largest force on an atom = 0.116 0.028 0.126 0.024 0.091 0.034 Eh/bohr, in the order given.
Short version: orbital gap = 8.21 10.39 9.59 7.26 9.40 7.76 eV, in the order given.